[1]
ORCA calculation (wB97M-V/def2-TZVPD) on a 2-piece molecular cluster, C20H10F4NO4S overall at a distorted geometry.

The HOMO energy comes out at -0.1169 hartree. The energy above the lowest of the compared OMol25 structures with the same formula, charge and spin comes out at 20.6 kcal per mole. The max |F| is 3.336 eV Å⁻¹. The value obtained for the frontier orbital gap is 3.156 eV.

ORCA input file:
```
! RIJCOSX wB97M-V def2-TZVPD def2/J DEFGRID3
* xyz -1 1
F -2.07 -2.35 2.08
C -2.20 -1.08 1.67
C -1.69 -0.08 2.41
F -1.06 -0.36 3.56
C -1.84 1.31 2.01
O -1.40 2.21 2.68
C -2.57 1.59 0.78
F -2.74 2.86 0.40
C -3.08 0.59 0.04
F -3.76 0.87 -1.08
C -2.93 -0.80 0.44
O -3.41 -1.69 -0.22
C 4.26 -0.96 -3.08
C 3.28 -0.10 -2.61
C 2.69 -0.34 -1.38
C 3.07 -1.43 -0.63
S 2.27 -1.74 0.94
C 3.33 -0.90 2.12
C 3.03 -0.93 3.45
C 3.83 -0.24 4.41
C 3.51 -0.23 5.73
C 2.38 -0.92 6.20
C 2.07 -0.92 7.55
N 1.84 -0.91 8.70
C 1.58 -1.61 5.28
C 1.88 -1.62 3.96
O 0.95 -0.99 0.98
O 2.35 -3.22 1.24
C 4.05 -2.28 -1.09
C 4.65 -2.04 -2.32
H 4.70 -0.79 -4.04
H 2.98 0.75 -3.20
H 1.91 0.30 -1.01
H 4.16 -0.34 1.76
H 4.71 0.29 4.07
H 4.10 0.31 6.44
H 0.70 -2.13 5.64
H 1.25 -2.14 3.25
H 4.34 -3.13 -0.50
H 5.42 -2.70 -2.68
*
```


[2]
ORCA calculation (wB97M-V/def2-TZVPD) on one molecule with the formula C5H7NO2 at a distorted geometry.

As for the structure (SMILES): O=C[C@H]1OC[C@H]2N[C@@H]21. The HOMO energy comes out at -0.3419 hartree. The energy above the lowest of the compared OMol25 structures with the same formula, charge and spin comes out at 185.4 kcal per mole. The max |F| is 8.408 eV Å⁻¹. The value obtained for the frontier orbital gap is 9.503 eV.

ORCA input file:
```
! RIJCOSX wB97M-V def2-TZVPD def2/J DEFGRID3
* xyz 0 1
C -2.08 -0.28 0.25
C -0.95 0.01 -0.60
C 1.02 1.24 0.17
C 1.38 -0.04 -0.41
C 0.05 -0.93 0.13
H -1.68 -0.29 1.32
H -0.92 -0.21 -1.63
H 1.33 2.11 -0.17
H 1.36 1.31 1.10
H 1.04 0.22 -1.44
H 1.85 -1.55 0.73
H -0.09 -1.06 1.17
N 1.51 -1.54 -0.25
O -3.34 -0.34 -0.22
O -0.48 1.36 -0.15
*
```


[3]
ORCA calculation (wB97M-V/def2-TZVPD) on C48H55FeN8O2S as an isolated structure.

The HOMO energy (spin up / spin down) comes out at -0.2261 / -0.2565 hartree. The energy above the lowest of the compared OMol25 structures with the same formula, charge and spin comes out at 89.7 kcal per mole. The max |F| is 0.455 eV Å⁻¹. The value obtained for the frontier orbital gap (spin up / spin down) is 5.597 / 5.574 eV.

ORCA input file:
```
! RIJCOSX wB97M-V def2-TZVPD def2/J DEFGRID3
* xyz 0 6
Fe -0.12 -0.27 0.27
C 2.71 5.17 1.32
C 1.38 5.18 0.56
C 1.10 3.87 -0.11
C 1.31 3.55 -1.42
C 1.76 4.44 -2.54
C 0.59 5.11 -3.26
C 0.98 2.15 -1.55
C 1.07 1.38 -2.81
C 1.67 0.20 -2.89
C 1.91 -1.02 -3.83
C 2.20 -0.76 -5.29
C 1.03 -0.17 -6.07
C 0.92 -2.18 -3.50
C 0.65 -2.36 -2.18
C -0.13 -3.36 -1.51
C -0.54 -3.34 -0.19
N -0.49 -2.28 0.69
C -0.92 -2.71 1.88
C -1.01 -1.93 3.04
C -0.67 -0.58 3.21
N -0.16 0.20 2.22
C -0.05 1.46 2.68
C 0.34 2.56 1.89
C 0.65 2.66 0.55
N 0.59 1.64 -0.40
C -0.46 1.50 4.07
C -0.85 0.23 4.39
C -1.36 -0.26 5.71
C -0.25 -0.90 6.56
C -0.54 2.73 4.92
C -1.87 3.46 4.75
C -1.30 -4.13 1.80
C -1.09 -4.51 0.51
C -1.27 -5.87 -0.08
C 0.04 -6.64 -0.21
C -1.86 -4.95 2.91
C -3.39 -4.90 2.96
N 1.14 -1.34 -1.30
C 0.35 -3.10 -4.54
C -1.16 -2.90 -4.74
H 2.90 6.12 1.81
H 3.54 4.96 0.64
H 2.71 4.38 2.09
H 1.40 5.97 -0.19
H 0.56 5.43 1.25
H 2.33 3.84 -3.26
H 2.45 5.20 -2.16
H -0.09 4.36 -3.68
H 0.94 5.74 -4.08
H 0.01 5.72 -2.57
H 0.58 1.82 -3.68
H 2.54 -1.69 -5.77
H 3.04 -0.07 -5.34
H 0.16 -0.83 -6.07
H 1.31 0.01 -7.11
H 0.72 0.78 -5.64
H -0.39 -4.26 -2.08
H -1.41 -2.42 3.92
H 0.41 3.50 2.43
H -2.16 -0.98 5.55
H -1.80 0.58 6.26
H 0.19 -1.74 6.03
H -0.64 -1.26 7.51
H 0.54 -0.18 6.76
H 0.29 3.40 4.68
H -0.40 2.45 5.97
H -2.07 3.65 3.70
H -1.87 4.41 5.30
H -2.69 2.85 5.13
H -1.75 -5.78 -1.06
H -1.97 -6.43 0.54
H 0.75 -6.11 -0.84
H -0.13 -7.63 -0.64
H 0.50 -6.77 0.77
H -1.45 -4.60 3.87
H -1.53 -5.99 2.81
H -3.73 -3.87 3.11
H -3.78 -5.51 3.78
H -3.82 -5.25 2.03
H 0.53 -4.13 -4.24
H 0.86 -2.97 -5.49
H -1.70 -3.10 -3.81
H -1.54 -3.56 -5.51
H -1.39 -1.87 -5.02
C -5.11 3.13 0.53
N -4.19 2.16 -0.04
C -4.28 1.79 -1.35
C -3.41 0.93 -1.90
C -2.37 0.43 -1.05
O -1.46 -0.36 -1.47
N -2.30 0.78 0.23
C -3.15 1.68 0.78
O -3.09 2.09 1.93
H -6.01 3.16 -0.08
H -4.66 4.12 0.56
H -5.36 2.83 1.54
H -5.10 2.23 -1.90
H -3.48 0.62 -2.94
N 3.45 0.73 2.71
C 3.60 0.56 1.36
N 2.68 0.01 0.62
C 3.12 -0.05 -0.68
C 2.31 -0.61 -1.78
C 3.12 -1.35 -2.87
C 4.40 -0.60 -3.15
C 4.98 0.21 -2.25
C 4.36 0.40 -0.95
S 5.06 1.01 0.52
H 2.49 0.68 3.03
H 4.04 1.40 3.17
H 0.38 -0.67 -1.48
H 3.31 -2.42 -2.74
H 4.91 -0.79 -4.09
H 5.92 0.68 -2.48
*
```


[4]
ORCA calculation (wB97M-V/def2-TZVPD) on one molecule with the formula C9H11BO2 at a distorted geometry.

As for the structure (SMILES): C/C=C(/B(O)O)c1ccccc1. The HOMO energy comes out at -0.2904 hartree. The energy above the lowest of the compared OMol25 structures with the same formula, charge and spin comes out at 32.2 kcal per mole. The max |F| is 7.468 eV Å⁻¹. The value obtained for the frontier orbital gap is 8.187 eV.

ORCA input file:
```
! RIJCOSX wB97M-V def2-TZVPD def2/J DEFGRID3
* xyz 0 1
B 2.18 1.22 -0.57
C -3.08 1.14 -0.31
C -2.21 1.36 -1.28
C -2.58 0.50 0.89
C -0.84 1.04 -1.14
C -1.24 0.33 1.10
C -0.36 0.58 0.04
C 1.64 -1.14 0.62
C 1.10 0.22 0.10
C 0.92 -2.29 1.19
O 1.79 2.41 -0.96
O 3.41 0.74 -0.61
H -4.19 1.16 -0.38
H -2.66 1.82 -2.18
H -3.31 0.37 1.66
H -0.13 1.00 -1.95
H -0.79 0.00 2.04
H 2.70 -0.96 0.73
H 0.94 -2.31 2.38
H 1.39 -3.31 0.90
H -0.06 -2.33 0.82
H 2.26 2.97 -1.58
H 4.20 1.22 -0.89
*
```


[5]
ORCA calculation (wB97M-V/def2-TZVPD) on one molecule with the formula C10H13N2O2P at a distorted geometry.

The HOMO energy comes out at -0.3189 hartree. The energy above the lowest of the compared OMol25 structures with the same formula, charge and spin comes out at 96.4 kcal per mole. The max |F| is 5.199 eV Å⁻¹. The value obtained for the frontier orbital gap is 7.709 eV.

ORCA input file:
```
! RIJCOSX wB97M-V def2-TZVPD def2/J DEFGRID3
* xyz 0 1
C -0.41 -2.25 -0.39
C 1.08 -2.42 -0.26
C -1.06 -1.21 0.19
C 1.62 -1.56 0.59
C -2.56 -1.01 -0.07
C -2.87 0.41 -0.77
C -2.17 1.50 -0.13
C -0.56 1.29 -0.07
C -0.37 -0.02 0.88
C 1.00 -0.39 0.97
N 2.31 -0.40 1.03
N 4.04 1.64 0.63
O 4.06 -0.52 -0.78
O 2.11 1.16 -1.03
P 3.20 0.57 -0.30
H -0.99 -3.16 -0.94
H 1.72 -3.03 -0.87
H -2.88 -1.74 -0.70
H -3.02 -0.98 0.97
H -2.81 0.12 -1.88
H -3.98 0.63 -0.46
H -2.42 2.49 -0.55
H -2.38 1.52 0.91
H -0.27 1.12 -1.18
H 0.02 2.14 0.37
H -0.72 0.37 1.86
H 4.60 1.19 1.41
H 3.74 2.55 0.56
*
```


[6]
ORCA calculation (wB97M-V/def2-TZVPD) on a 2-piece molecular cluster, C14H18N2O7 overall at a distorted geometry.

The HOMO energy comes out at 0.0041 hartree. The energy above the lowest of the compared OMol25 structures with the same formula, charge and spin comes out at 0.0 kcal per mole. The max |F| is 1.495 eV Å⁻¹. The value obtained for the frontier orbital gap is 3.108 eV.

ORCA input file:
```
! RIJCOSX wB97M-V def2-TZVPD def2/J DEFGRID3
* xyz -2 1
C 4.74 -2.50 0.64
C 4.12 -1.78 1.60
C 4.32 -0.31 1.95
N 3.61 0.75 1.22
C 2.29 0.31 0.73
C 1.28 1.46 0.50
O 0.06 1.23 1.14
C -0.67 0.10 0.64
C -1.07 0.17 -0.81
C 4.36 1.44 0.27
O 4.07 2.52 -0.16
O 5.53 0.83 -0.17
N 5.36 0.32 -1.52
H 4.78 -2.19 -0.40
H 5.19 -3.46 0.86
H 3.42 -2.31 2.24
H 5.39 -0.11 1.95
H 3.99 -0.23 2.99
H 2.38 -0.28 -0.19
H 1.83 -0.33 1.48
H 1.17 1.66 -0.57
H 1.70 2.37 0.94
H -1.58 0.02 1.22
H -0.11 -0.84 0.83
H -1.74 1.01 -0.98
H -1.58 -0.75 -1.12
H -0.22 0.30 -1.50
H 4.40 0.51 -1.81
H 5.48 -0.68 -1.41
C -6.02 0.46 0.48
C -7.26 0.57 -0.17
C -7.28 0.10 -1.66
O -8.35 0.09 -2.29
C -6.05 -0.31 -2.25
C -4.82 -0.40 -1.60
C -4.82 -0.03 -0.09
O -3.78 -0.16 0.58
O -3.73 -0.76 -2.11
O -8.32 1.00 0.33
H -5.94 0.76 1.52
H -6.12 -0.56 -3.30
*
```